Entry 1:
Density functional theory data (ωB97M-V/def2-TZVPD) for a molecular structure, C11H52CdF6N2O22S2.

Structure (XYZ):
```
96
Properties=species:S:1:pos:R:3:forces:R:3
H 23.0896 1.4947 -9.7936 0.2 0.3 -0.2
H 24.4883 1.0659 -14.8431 0.5 -0.3 -0.3
H 21.1984 2.3420 -8.6533 -0.1 0.0 0.0
H 25.2718 2.0030 -9.0568 0.1 0.2 -0.1
H 29.8353 0.3493 -16.1728 -0.1 -0.1 0.1
H 22.8079 -3.0587 -10.1709 0.2 -0.3 -0.1
F 24.6009 -0.5421 -6.6492 0.2 0.3 0.0
H 27.3992 -0.3815 -13.5590 0.1 -0.2 0.2
H 22.5914 -4.8468 -12.7148 -0.1 0.0 0.0
H 28.4970 -3.6952 -14.7604 0.1 0.1 0.0
F 28.8461 -3.6996 -6.0461 -0.1 0.1 0.1
S 27.6380 -2.0431 -7.8246 3.4 1.8 0.1
H 23.9421 -1.4769 -14.3400 -0.2 0.1 -0.1
H 22.5652 0.5141 -16.8078 0.0 0.1 0.0
H 27.8308 4.0481 -15.1175 0.0 0.0 0.0
O 24.5712 -4.2422 -7.4120 0.2 1.0 -0.6
H 20.3496 2.8116 -9.8300 0.0 -0.1 0.0
H 23.9788 -4.8383 -15.1766 0.0 0.1 -0.2
O 21.3531 0.8975 -15.2549 -0.1 0.1 0.1
H 23.5292 -0.1355 -9.6989 0.3 -0.6 0.2
H 26.0159 1.6682 -14.0808 0.1 -0.2 -0.4
O 28.1220 2.1096 -12.4301 -0.2 0.1 -0.4
H 22.7663 5.1737 -8.3750 0.2 0.1 0.0
H 23.0112 4.3931 -13.0933 0.0 0.2 0.0
C 24.8337 2.4200 -11.7256 -0.2 -0.4 -0.8
O 28.5912 4.1205 -14.5329 0.0 -0.2 -0.1
O 23.0303 0.5915 -17.6549 0.0 -0.2 0.1
C 23.5411 0.6960 -10.3811 -0.3 0.4 -1.4
H 28.5654 3.3111 -13.9933 -0.1 0.3 0.1
O 26.5088 4.4622 -8.2815 -0.2 -0.2 0.5
N 25.5965 0.0753 -11.8003 1.0 0.3 -0.7
H 25.8431 2.8194 -11.8474 0.0 -0.1 0.0
H 24.3007 -3.3942 -15.5731 0.0 -0.4 0.0
O 22.5381 5.2327 -13.1506 0.0 -0.1 -0.1
H 28.6714 0.0339 -17.1065 0.1 0.0 0.1
H 28.0317 3.5877 -11.1379 0.4 0.2 0.3
H 23.6671 -1.7824 -10.1632 0.1 0.1 -0.2
O 28.9410 -0.5687 -11.5476 -0.3 0.2 -0.4
H 22.9531 -2.0992 -17.5351 0.1 0.1 0.1
H 23.1844 2.0326 -13.1667 -0.1 0.2 0.3
C 25.2719 -0.1349 -13.2131 -0.8 -0.4 0.2
O 23.5506 4.6577 -8.1560 -0.2 -0.2 0.0
O 26.0252 -1.1070 -11.1298 -0.4 0.5 -0.2
O 22.9615 -2.7285 -16.8017 -0.2 0.1 0.0
H 23.9423 -1.8250 -12.5982 0.6 -0.1 -0.1
H 21.1628 0.5309 -14.3839 0.1 0.0 -0.1
C 24.2499 2.2791 -13.1270 0.5 -0.4 0.0
C 28.6013 -3.6296 -7.3350 -0.2 0.3 -0.3
C 25.0434 1.2030 -13.9149 -0.6 1.3 0.8
H 25.5643 4.6606 -8.1894 0.1 0.0 -0.2
H 24.4321 3.2307 -13.6348 -0.3 -0.1 -0.3
H 23.1261 5.8116 -13.6484 0.0 0.0 0.1
O 24.6535 -4.1599 -15.0807 0.2 0.2 0.3
F 23.4792 -1.9880 -5.5493 -0.8 -0.3 0.2
O 22.2246 -3.9573 -12.7428 -0.2 0.0 0.1
H 28.9795 -4.8617 -13.9044 0.1 0.1 0.0
S 25.3292 -3.0783 -7.0015 -1.4 -2.1 -0.5
H 26.1243 0.4776 -9.2603 -0.2 -0.1 0.0
H 26.5058 -0.5308 -15.0075 -0.5 0.0 0.0
H 21.1506 1.8380 -15.1735 0.0 -0.1 -0.1
O 29.0439 -3.9049 -13.9944 -0.2 -0.2 0.0
O 26.0243 -3.2430 -5.7638 0.3 0.7 -0.6
O 27.5657 -1.2441 -6.6360 -0.5 -0.5 -0.5
Cd 25.8243 -3.1363 -10.3339 0.6 0.8 -1.5
H 24.3611 3.2109 -11.1385 -0.4 -0.4 0.2
H 27.9709 -0.7048 -11.5269 0.2 -0.1 0.3
H 22.0893 -2.6488 -16.3981 0.1 0.0 0.0
O 25.3942 -4.0085 -12.3172 0.1 -0.3 -0.1
N 26.2416 -2.5700 -8.3853 -1.1 -0.4 3.7
H 25.3196 -3.4345 -13.1028 0.0 -0.1 0.1
O 28.4077 -1.4941 -8.9134 -0.8 -0.9 0.2
F 23.1790 -1.7181 -7.7155 -0.8 -0.2 0.1
H 23.1142 -0.4599 -13.1091 0.0 0.2 -0.5
H 23.2425 3.9874 -7.5351 0.1 0.1 0.0
H 27.2542 1.7066 -12.2568 0.3 -0.3 0.0
C 24.9096 1.0688 -10.9947 1.0 0.7 2.5
O 29.1445 -0.3027 -16.3378 0.0 0.1 -0.1
H 26.7743 1.8651 -10.0276 -0.2 0.2 -0.3
F 29.7569 -3.6569 -7.9881 -0.1 0.1 -0.1
C 26.4589 -0.7628 -13.9418 0.1 -0.5 0.1
H 26.4245 -1.8509 -13.8473 0.4 0.0 0.1
H 27.7751 4.0401 -9.6690 0.0 0.4 -0.6
C 24.0164 -1.0336 -13.3467 -0.3 0.3 0.2
O 28.2122 4.3013 -10.5002 -0.2 -0.4 0.1
H 25.1035 -4.8735 -12.6195 0.2 0.0 0.0
H 22.8822 0.5232 -11.2348 -0.4 -0.3 0.3
C 25.8249 1.3950 -9.7749 0.0 -0.9 0.3
H 26.6943 3.8186 -7.5868 0.0 0.1 0.0
C 24.0249 -1.7351 -6.7074 2.1 0.3 -0.4
O 23.7206 -2.7485 -10.1649 -1.5 0.3 0.1
H 28.7265 1.3542 -12.4537 0.1 -0.2 0.4
H 29.2080 -0.5844 -10.6230 -0.1 0.0 0.0
H 23.2565 1.5238 -17.7282 0.0 -0.1 0.0
F 27.8856 -4.7003 -7.7096 0.0 -0.2 0.0
O 20.5228 2.0448 -9.2717 0.0 0.1 0.0
H 21.3045 -4.0679 -12.4713 0.1 0.0 -0.1
```
Forces are in eV/Å.

Output
- HOMO: -7.217 eV
- Gap between HOMO and LUMO: 0.22138 hartree



Entry 2:
Density functional theory data (ωB97M-V/def2-TZVPD) for a molecular structure, C11H5GaN2O5.

Structure (XYZ):
```
24
Properties=species:S:1:pos:R:3:forces:R:3
O 0.0799 4.6548 -0.0175 -1.1 -1.4 -2.2
C -1.5524 -0.1370 -0.9610 -4.2 -1.1 2.4
C -1.3789 -0.0711 3.8591 0.7 -0.3 -1.0
H -0.3848 0.3202 5.7474 0.1 -0.1 -0.4
C -0.0103 -2.7727 -0.1527 -1.8 -7.3 -0.3
O 3.4147 0.5704 0.1891 -0.6 -1.7 0.2
N 3.1045 0.1507 5.6751 -2.0 -0.3 -1.6
N 0.0757 -0.4921 1.9849 0.1 -0.6 -1.4
C 1.0092 -0.0968 4.1384 0.5 0.0 -0.4
H -2.4014 0.0474 4.1999 0.2 0.0 0.1
C -1.1662 -0.3854 2.5034 -0.3 0.4 1.0
Ga 0.3960 -0.8311 -0.1472 -0.5 4.4 0.9
C -2.0245 0.6488 -2.2252 -0.1 2.2 -8.5
C -0.2634 0.0751 4.6869 -0.7 0.0 -0.1
C 2.1780 0.0352 4.9710 1.9 0.2 1.4
O -2.1622 0.9067 -3.3736 0.7 -1.6 7.5
O -2.5705 -0.4002 -0.2963 3.5 0.4 -1.5
H -2.0285 -0.5307 1.8567 0.4 0.0 0.0
H 2.1305 -0.5001 2.2874 -0.2 0.1 0.6
C -0.3718 4.0632 -0.8886 1.1 1.4 2.2
H 1.9885 -1.2696 0.2561 4.3 -1.0 1.8
C 1.1619 -0.3773 2.7744 -0.4 0.2 0.4
C 2.4790 -0.0980 0.0193 -3.6 0.2 -1.4
O -0.3604 -3.8822 -0.1617 1.9 6.0 0.1
```
Forces are in eV/Å.

Output
- HOMO (alpha / beta): -15.866 / -16.429 eV
- Gap between HOMO and LUMO (alpha / beta): 0.20581 / 0.23172 hartree
- Charge: +2



Entry 3:
Density functional theory data (ωB97M-V/def2-TZVPD) for a molecular structure, C11H5N3NiO4S2.

Structure (XYZ):
```
26
Properties=species:S:1:pos:R:3:forces:R:3
C -1.9442 0.5568 0.3009 0.0 0.0 0.2
C -3.1990 0.3404 -1.7160 0.0 0.0 0.0
O -2.6824 0.3000 2.6260 0.0 0.0 0.0
O 1.4122 1.4127 -1.6304 0.0 0.1 -0.1
C -1.6808 0.5512 1.7923 -0.1 -0.1 0.0
C 4.4880 -0.9638 2.5778 0.0 0.1 0.0
C 0.4419 1.2176 -2.3174 -0.1 -0.1 0.0
C 2.5942 -1.7094 1.2895 0.0 -0.2 0.0
N -0.8517 0.8515 -0.3894 0.0 0.0 -0.1
H -4.1254 0.1333 -2.2337 0.0 0.0 0.0
H -2.0400 0.6864 -3.5078 0.0 0.0 0.0
H -3.5101 0.1078 2.1688 0.0 0.0 0.0
C -2.0509 0.6458 -2.4284 0.0 0.0 -0.1
N 3.2870 -4.1711 1.6697 0.0 0.0 0.0
O -0.5757 0.7766 2.2086 0.0 0.1 0.0
S 1.1578 -1.4825 0.3237 -0.2 -0.1 -0.1
C -3.1480 0.2942 -0.3308 -0.1 0.0 0.0
C -0.8931 0.8933 -1.7126 0.1 0.0 -0.1
H -4.0428 0.0486 0.2257 0.0 0.0 0.0
N 5.4318 -1.1661 3.2036 0.0 0.0 0.0
S 2.8995 0.9930 1.5941 0.3 0.2 0.2
C 2.9974 -3.0688 1.5094 -0.1 0.0 0.0
Ni 0.9669 0.7521 0.5580 0.0 -0.1 0.2
C 3.3072 -0.6863 1.8087 0.1 0.0 0.0
O 0.4277 1.2531 -3.6417 0.1 0.0 0.0
H 1.3326 1.4333 -3.9488 -0.1 0.0 0.0
```
Forces are in eV/Å.

Output
- HOMO (alpha / beta): -7.235 / -7.175 eV
- Gap between HOMO and LUMO (alpha / beta): 0.19305 / 0.18611 hartree
- Expectation value of S²: 2.011
- Multiplicity: 3



Relative energy (zero: lowest compared OMol25 entry of this formula, charge and spin), record by record: 51.3; 229.1; 5.1 kJ/mol
M, record by record: 855.06; 314.89; 366.00 Da
Total energy, record by record: -3778.29998; -2831.71965; -3192.13125 Ha